Record 1
15
Properties=species:S:1:pos:R:3 method="wB97M-V/def2-TZVPD" e_tot_ev=-9300.5153 lumo_energy_ev=0.82 gap_ev=9.7 e_above_lowest_ev=5.878 homo_ev=-8.869
C -1.49 1.10 -1.69
N -0.63 1.29 -0.43
C 0.29 0.47 -0.02
C 0.50 -0.96 -0.20
C 1.05 -1.27 1.29
O 1.13 -0.15 2.11
N 1.06 1.06 1.24
H -0.76 0.55 -2.39
H -1.65 2.16 -1.93
H -2.58 0.50 -1.48
H 0.99 -1.36 -1.05
H -0.52 -1.30 -0.34
H 2.04 -1.54 1.11
H 0.40 -2.08 1.95
H 0.18 1.52 1.83


Record 2
26
Properties=species:S:1:pos:R:3 method="wB97M-V/def2-TZVPD" multiplicity=2 charge=+1 s_squared=0.77 e_tot_ev=-10618.7515 lumo_energy_ev="-4.03 / -8.19" gap_ev="10.3 / 6.1" e_above_lowest_ev=2.122 homo_ev="-14.321 / -14.262"
C 1.23 0.56 -2.19
C 0.94 2.02 -1.64
H 2.18 0.31 -1.99
H 0.46 -0.12 -1.73
H 1.01 0.56 -3.21
H 0.46 2.55 -2.45
H 1.94 2.58 -1.64
H 0.36 2.16 -0.75
C -2.11 -0.66 0.20
C -2.55 -2.21 0.29
C -0.74 -0.38 0.85
C 0.32 -1.25 0.57
C -0.53 0.80 1.57
C 1.60 -0.78 0.77
C 0.81 1.23 1.90
C 1.82 0.31 1.61
H -1.80 -0.44 -0.82
H -2.95 -0.05 0.63
H -2.53 -2.65 -0.79
H 0.40 -2.29 0.22
H -1.34 1.35 2.08
H 2.41 -1.26 0.42
H 0.96 2.02 2.57
H 2.85 0.53 1.82
H -3.41 -2.15 0.98
H -1.79 -2.75 0.75


Record 3
8
Properties=species:S:1:pos:R:3 method="wB97M-V/def2-TZVPD" charge=-1 e_tot_ev=-6685.6589 lumo_energy_ev=4.88 gap_ev=6.2 e_above_lowest_ev=2.834 homo_ev=-1.290
O 0.82 2.05 -0.81
H 0.47 1.18 -0.99
C -0.26 -0.97 0.79
N -1.30 -1.28 -0.30
O 0.75 -0.24 0.66
H 1.20 1.99 0.07
H -1.54 -2.25 -0.32
H -2.01 -0.59 -0.23


Record 4
19
Properties=species:S:1:pos:R:3 method="wB97M-V/def2-TZVPD" e_tot_ev=-19286.8248 lumo_energy_ev=0.23 gap_ev=8.2 e_above_lowest_ev=6.809 homo_ev=-7.965
C -1.38 -0.22 -2.12
C 0.65 1.52 0.91
C -1.93 0.41 -2.99
C 0.31 -0.66 2.91
C 0.71 -0.77 1.64
C -0.67 -0.58 -0.87
C 0.88 -0.30 -0.91
C 1.24 0.19 0.56
S -0.36 2.56 0.23
H -0.77 2.14 -1.09
H -2.45 0.81 -3.78
H -0.20 -1.50 3.56
H 0.19 0.24 3.41
H 0.67 -1.84 1.14
H -1.07 0.07 -0.16
H -0.91 -1.67 -0.47
H 1.53 -1.15 -1.02
H 1.17 0.48 -1.66
H 2.38 0.27 0.71


Record 5
64
Properties=species:S:1:pos:R:3 method="wB97M-V/def2-TZVPD" multiplicity=5 charge=-1 s_squared=6.01 e_tot_ev=-80868.8807 lumo_energy_ev="2.38 / 2.37" gap_ev="7.5 / 7.4" homo_ev="-5.096 / -5.057"
Fe 0.29 0.50 -0.71
N -1.07 3.02 1.06
O -0.25 2.33 0.37
O -1.70 2.49 1.98
O -1.19 4.22 0.78
N 0.28 2.70 -3.50
O 0.74 3.86 -3.37
O 0.12 1.99 -2.47
O -0.05 2.26 -4.62
N 1.58 -1.50 -2.91
O 1.75 -1.43 -4.13
O 0.71 -0.76 -2.36
O 2.28 -2.25 -2.22
C 4.87 0.71 -0.06
C 3.45 0.73 0.52
C 3.27 1.62 1.72
O 1.99 1.49 2.29
C 1.60 2.56 3.12
N 2.53 1.06 -0.59
H 5.63 0.45 0.69
H 5.09 1.72 -0.41
H 4.99 -0.09 -0.79
H 3.42 -0.30 0.92
H 3.47 2.64 1.34
H 4.00 1.49 2.52
H 0.53 2.55 3.34
H 1.79 3.52 2.63
H 2.11 2.56 4.09
H 2.44 2.08 -0.56
H 3.08 0.91 -1.43
C -3.11 2.00 -1.62
C -2.98 0.73 -0.77
C -4.28 -0.08 -0.65
O -4.02 -1.27 0.08
C -5.22 -1.94 0.36
N -1.75 -0.04 -1.08
H -2.42 2.69 -1.13
H -4.07 2.50 -1.54
H -2.78 1.87 -2.65
H -2.82 1.04 0.26
H -4.69 -0.28 -1.65
H -4.94 0.55 -0.05
H -5.96 -1.99 -0.45
H -5.81 -1.36 1.10
H -5.04 -2.87 0.89
H -1.85 -0.07 -2.10
H -1.93 -1.01 -0.82
C 1.76 -2.13 2.52
C 0.96 -1.96 1.22
C -0.04 -3.09 0.93
O -0.60 -2.78 -0.33
C -0.83 -3.85 -1.20
N 0.27 -0.66 1.19
H 2.40 -1.28 2.71
H 2.37 -3.03 2.38
H 1.08 -2.33 3.36
H 1.78 -1.92 0.50
H -0.81 -3.19 1.70
H 0.55 -4.02 0.91
H 0.07 -4.43 -1.46
H -1.11 -3.48 -2.19
H -1.66 -4.47 -0.85
H -0.73 -0.84 1.16
H 0.45 -0.14 2.05


Record 6
75
Properties=species:S:1:pos:R:3 method="wB97M-V/def2-TZVPD" e_tot_ev=-162297.6239 lumo_energy_ev=-0.36 gap_ev=8.3 e_above_lowest_ev=0.116 homo_ev=-8.649
In -0.06 0.31 -0.35
F 6.23 -1.00 -4.53
C 5.25 -1.09 -3.64
C 5.38 -1.94 -2.55
F 6.48 -2.67 -2.41
C 4.35 -2.02 -1.63
F 4.50 -2.86 -0.61
C 3.19 -1.26 -1.74
P 1.94 -1.34 -0.40
C 1.32 -3.04 -0.56
C 0.94 -3.81 0.53
C 0.43 -5.08 0.32
C 0.27 -5.57 -0.97
C 0.61 -4.79 -2.06
C 1.14 -3.52 -1.85
C 2.94 -1.04 1.08
C 3.33 -2.01 1.99
C 4.07 -1.65 3.11
C 4.43 -0.33 3.32
C 4.05 0.64 2.40
C 3.31 0.29 1.29
C 3.07 -0.44 -2.86
Br 1.48 0.49 -3.28
C 4.09 -0.35 -3.79
F 3.98 0.42 -4.87
H 0.98 -3.41 1.54
H 0.14 -5.69 1.17
H -0.13 -6.57 -1.12
H 0.47 -5.15 -3.06
H 1.41 -2.91 -2.71
H 3.06 -3.05 1.84
H 4.36 -2.42 3.82
H 5.01 -0.06 4.19
H 4.33 1.68 2.56
H 3.02 1.06 0.58
I -5.67 1.71 4.33
C -3.87 0.78 3.82
C -2.94 1.46 3.04
C -1.77 0.82 2.66
C -1.52 -0.49 3.06
C -2.44 -1.14 3.88
C -3.62 -0.52 4.25
C -0.33 -1.27 2.57
O 0.15 -2.17 3.25
O 0.09 -0.99 1.37
H -3.13 2.48 2.73
H -1.05 1.36 2.06
H -2.22 -2.15 4.20
H -4.34 -1.03 4.87
O -3.05 6.51 -3.78
C -3.34 5.94 -2.59
O -4.42 6.11 -2.09
C -2.27 5.11 -1.96
C -1.25 4.50 -2.69
C -0.31 3.71 -2.05
C -0.36 3.53 -0.68
S 0.83 2.52 0.17
C -1.37 4.15 0.06
C -2.32 4.93 -0.58
H -2.12 6.38 -3.99
H -1.20 4.59 -3.77
H 0.48 3.25 -2.63
H -1.41 4.01 1.13
H -3.12 5.40 -0.02
C -4.93 0.05 -0.35
C -4.31 1.14 -0.94
C -2.93 1.15 -1.10
C -2.15 0.08 -0.66
C -2.79 -1.02 -0.10
C -4.17 -1.03 0.06
H -6.01 0.05 -0.21
H -4.90 1.99 -1.28
H -2.47 2.02 -1.56
H -2.22 -1.87 0.25
H -4.65 -1.89 0.51


Record 7
73
Properties=species:S:1:pos:R:3 method="wB97M-V/def2-TZVPD" multiplicity=6 charge=+1 s_squared=8.76 e_tot_ev=-79241.8158 lumo_energy_ev="-3.99 / -6.51" gap_ev="7.8 / 5.2" homo_ev="-11.758 / -11.741"
O 4.56 1.10 -0.24
O 5.22 -1.15 1.05
C 4.04 1.18 -1.56
C 3.26 2.43 -1.91
H 3.39 0.30 -1.70
H 4.92 1.08 -2.22
H 2.21 2.30 -1.62
H 3.28 2.54 -2.99
H 3.67 3.34 -1.46
C 3.71 1.55 0.81
C 4.56 2.16 1.90
H 3.16 0.67 1.18
H 2.98 2.27 0.43
H 5.18 1.40 2.39
H 3.89 2.61 2.65
H 5.21 2.95 1.49
C 5.28 -1.89 2.29
C 6.49 -0.97 0.36
C 4.76 -1.07 3.43
H 6.33 -2.21 2.47
H 4.67 -2.79 2.15
H 5.46 -0.25 3.67
H 4.67 -1.71 4.31
H 3.77 -0.64 3.22
C 7.34 0.03 1.08
H 6.23 -0.62 -0.64
H 7.00 -1.95 0.27
H 6.86 1.01 1.05
H 8.30 0.11 0.55
H 7.53 -0.26 2.12
H 3.77 -1.06 0.14
Fe 0.90 -2.31 -0.49
C 2.86 -1.75 -0.20
Si 3.54 -3.21 -1.20
H 2.44 -2.08 0.78
H 2.23 -1.00 -0.73
C 4.41 -2.37 -2.61
C 2.36 -4.47 -1.96
C 4.70 -4.25 -0.17
C 0.08 -1.96 -2.29
Si -1.74 -1.79 -2.73
H 0.45 -2.79 -2.92
H 0.63 -1.07 -2.66
C -2.22 -3.14 -3.97
C -1.92 -0.11 -3.54
C -2.90 -1.93 -1.26
H 4.94 -5.17 -0.71
H 4.24 -4.54 0.79
H 5.65 -3.74 0.07
H 3.67 -2.11 -3.38
H 5.17 -3.02 -3.06
H 4.90 -1.44 -2.30
H 1.80 -4.05 -2.79
H 1.67 -4.90 -1.22
H 3.00 -5.27 -2.35
H -1.15 0.02 -4.32
H -1.79 0.67 -2.78
H -2.91 -0.02 -4.01
H -2.84 -1.03 -0.63
H -2.67 -2.82 -0.66
H -3.94 -2.04 -1.61
H -3.14 -2.85 -4.50
H -2.41 -4.10 -3.47
H -1.43 -3.29 -4.72
N -0.36 -1.57 1.09
C -0.26 -0.14 1.41
C -0.28 0.56 0.04
O -1.45 0.76 -0.36
O 0.85 0.79 -0.47
H -1.33 -1.80 0.84
H -0.18 -2.12 1.93
H -1.12 0.18 2.00
H 0.68 0.06 1.92


Record 8
9
Properties=species:S:1:pos:R:3 method="wB97M-V/def2-TZVPD" e_tot_ev=-11223.3285 lumo_energy_ev=-0.87 gap_ev=9.7 e_above_lowest_ev=5.477 homo_ev=-10.597
O -1.52 0.76 0.97
C -0.58 0.05 0.59
C 0.09 -1.17 0.88
N 0.96 -1.39 -0.07
O 1.25 -0.27 -0.78
N 0.28 0.74 -0.29
O -0.50 1.21 -1.46
H 0.00 -2.02 1.68
H 0.03 2.09 -1.53


Record 9
26
Properties=species:S:1:pos:R:3 method="wB97M-V/def2-TZVPD" e_tot_ev=-29975.4043 lumo_energy_ev=0.73 gap_ev=8.3 e_above_lowest_ev=1.254 homo_ev=-7.530
C -0.66 2.47 -0.62
C -0.59 1.01 -0.28
C -1.84 0.36 -0.14
C -1.63 -1.02 0.12
C -2.71 -2.03 0.49
C -0.31 -1.28 0.00
C 0.34 -2.67 -0.10
C 0.50 0.00 -0.34
Si 2.25 0.06 0.65
C 2.53 1.97 0.77
Cl 3.46 -1.12 -0.50
H 0.14 2.46 -1.42
H -0.26 3.13 0.19
H -1.67 2.67 -0.79
H -2.85 0.84 -0.21
H -3.49 -1.43 1.00
H -2.31 -2.85 1.05
H -3.14 -2.51 -0.51
H -0.57 -3.21 0.32
H 1.11 -2.92 0.57
H 0.70 -2.86 -1.02
H 0.90 0.02 -1.44
H 2.33 -0.69 1.82
H 2.94 2.41 1.61
H 3.27 2.23 0.06
H 1.54 2.47 0.59


Record 10
19
Properties=species:S:1:pos:R:3 method="wB97M-V/def2-TZVPD" charge=+1 e_tot_ev=-7895.0823 lumo_energy_ev="-3.76 / -4.26" gap_ev="8.7 / 7.3" e_above_lowest_ev=4.979 homo_ev="-12.490 / -11.568"
C -0.61 0.43 1.43
C 0.16 -0.34 2.07
C -1.38 1.13 0.39
C -0.78 0.73 -0.87
C 1.16 -1.45 1.76
C -1.02 -0.49 -1.61
N 0.59 1.35 -1.06
H -0.08 -0.38 3.19
H -2.44 0.80 0.43
H -1.44 2.22 0.63
H 0.65 -2.40 1.64
H 1.80 -1.50 2.64
H 1.92 -1.14 0.99
H -1.74 -1.02 -1.02
H -0.11 -1.09 -1.84
H -1.49 -0.15 -2.46
H 1.17 0.59 -1.47
H 0.99 1.70 -0.21
H 0.73 2.11 -1.82


Record 11
77
Properties=species:S:1:pos:R:3 method="wB97M-V/def2-TZVPD" charge=-1 e_tot_ev=-55212.3667 lumo_energy_ev=2.06 gap_ev=7.5 e_above_lowest_ev=4.336 homo_ev=-5.492
Cl -2.64 -8.60 -9.87
O -3.17 -7.29 -10.31
O -3.51 -9.65 -10.19
O -1.27 -8.82 -10.47
O -2.39 -8.52 -8.45
C -9.88 -6.52 -8.18
C -8.75 -6.59 -7.16
C -8.00 -7.89 -7.39
C -8.64 -9.20 -6.85
N -9.12 -10.18 -6.46
H -9.63 -6.52 -9.24
H -10.30 -5.54 -7.96
H -10.55 -7.35 -7.94
H -9.06 -6.71 -6.12
H -8.26 -5.63 -7.32
H -7.03 -7.70 -6.95
H -7.86 -8.02 -8.46
C -0.30 -4.79 -5.60
C -1.00 -3.38 -5.63
C -1.77 -3.32 -6.97
C -1.00 -3.38 -8.22
N -0.42 -3.47 -9.27
H -0.99 -5.41 -5.02
H 0.61 -4.60 -5.04
H -0.17 -5.18 -6.61
H -0.26 -2.62 -5.39
H -1.66 -3.28 -4.77
H -2.29 -2.36 -7.03
H -2.50 -4.12 -7.01
C -9.41 -2.07 -11.89
C -7.94 -1.82 -12.17
C -7.05 -2.91 -12.82
C -7.34 -3.18 -14.22
N -7.72 -3.41 -15.27
H -9.62 -2.66 -11.00
H -9.85 -2.58 -12.75
H -9.97 -1.14 -11.74
H -7.46 -1.43 -11.27
H -7.91 -0.83 -12.64
H -6.99 -3.81 -12.21
H -6.09 -2.40 -12.90
C 3.78 -9.64 -8.92
C 4.97 -9.24 -9.76
C 4.59 -8.83 -11.15
C 3.86 -7.58 -11.36
N 3.22 -6.62 -11.56
H 3.02 -8.87 -8.84
H 4.14 -9.96 -7.94
H 3.36 -10.56 -9.33
H 5.68 -10.06 -9.69
H 5.45 -8.36 -9.32
H 4.10 -9.66 -11.66
H 5.50 -8.77 -11.75
C 1.94 -14.54 -7.47
C 0.67 -15.07 -8.13
C -0.05 -13.89 -8.91
C 0.57 -13.75 -10.24
N 1.03 -13.61 -11.27
H 2.51 -15.30 -6.95
H 1.65 -13.87 -6.66
H 2.57 -13.97 -8.16
H -0.09 -15.35 -7.40
H 0.89 -15.97 -8.71
H 0.10 -12.86 -8.56
H -1.13 -13.97 -8.90
C -4.54 -8.59 -15.50
C -3.47 -8.43 -16.61
C -2.14 -8.59 -15.93
C -1.66 -7.39 -15.23
N -1.35 -6.39 -14.67
H -4.63 -9.46 -14.84
H -5.50 -8.35 -15.95
H -4.36 -7.77 -14.81
H -3.57 -7.47 -17.11
H -3.60 -9.12 -17.44
H -1.34 -8.94 -16.58
H -2.20 -9.32 -15.12


Record 12
17
Properties=species:S:1:pos:R:3 method="wB97M-V/def2-TZVPD" e_tot_ev=-28373.1273 lumo_energy_ev="-0.12 / -0.12" gap_ev="7.8 / 7.8" e_above_lowest_ev=0.938 homo_ev="-7.944 / -7.945"
C -2.38 -1.04 0.13
C -0.98 -1.04 0.23
C -2.85 -0.03 -0.65
C -0.39 -0.03 -0.49
C 1.28 1.98 0.97
C 0.99 0.33 -0.60
C 2.04 -0.59 -0.11
O 1.43 3.08 0.60
F 3.26 -0.02 -0.14
F 2.15 -1.73 -0.84
F 1.85 -1.00 1.16
S -1.59 0.94 -1.30
H -3.01 -1.75 0.62
H -0.42 -1.77 0.80
H -3.87 0.21 -0.89
H 1.20 1.52 1.95
H 1.29 0.93 -1.45


Record 13
62
Properties=species:S:1:pos:R:3 method="wB97M-V/def2-TZVPD" charge=+1 e_tot_ev=-56057.2093 lumo_energy_ev=-3.58 gap_ev=7.1 e_above_lowest_ev=0.000 homo_ev=-10.698
Au -1.71 1.56 -0.27
C 1.73 3.26 2.40
C 1.04 3.06 1.07
C 1.92 3.52 -0.09
O 0.74 1.66 0.87
C -0.26 3.89 1.01
O -0.32 4.95 1.61
O -1.24 3.49 0.23
H 2.67 2.70 2.41
H 1.10 2.91 3.22
H 1.94 4.31 2.57
H 2.85 2.94 -0.09
H 2.16 4.58 0.02
H 1.41 3.38 -1.05
H 0.92 1.20 1.70
S -3.80 -2.31 0.02
C -2.97 -2.34 -1.47
C -2.27 -1.19 -1.71
C -2.42 -0.26 -0.65
C -3.22 -0.73 0.35
C -3.53 0.15 1.47
C -4.34 -0.11 2.55
C -4.54 0.88 3.50
C -3.93 2.11 3.35
C -3.12 2.33 2.25
N -2.93 1.36 1.35
H -3.05 -3.21 -2.10
H -1.71 -1.02 -2.62
H -4.82 -1.08 2.64
H -5.18 0.68 4.35
H -4.08 2.91 4.06
H -2.63 3.27 2.06
C 1.86 -5.81 2.30
C 1.86 -4.74 1.24
C 0.71 -4.40 0.55
C 0.72 -3.44 -0.45
C 1.91 -2.79 -0.78
N 1.83 -1.80 -1.79
C 2.85 -1.09 -2.34
O 4.03 -1.27 -2.16
N 2.43 -0.05 -3.20
C 1.34 0.79 -3.11
C 1.07 1.71 -4.13
C 0.00 2.58 -4.01
C -0.81 2.52 -2.89
N -0.56 1.64 -1.93
C 0.49 0.80 -2.00
C 3.08 -3.11 -0.10
C 3.04 -4.08 0.89
H 0.85 -6.03 2.63
H 2.45 -5.50 3.17
H 2.30 -6.73 1.92
H -0.23 -4.90 0.79
H -0.20 -3.19 -0.97
H 0.93 -1.72 -2.24
H 3.21 0.29 -3.76
H 1.71 1.74 -5.00
H -0.20 3.31 -4.78
H -1.65 3.19 -2.75
H 0.66 0.18 -1.14
H 4.00 -2.63 -0.36
H 3.96 -4.32 1.41